# C18H51IN2O8PS9

A cluster of 8 separate species, C18H51IN2O8PS9 in total in a non-equilibrium geometry (ωB97M-V/def2-TZVPD, OMol25).

The total charge is +1. The calculation puts the molar mass at 870.09 Da. The total energy is -153744.7055 eV.

XYZ file:
```
90
Properties=species:S:1:pos:R:3:forces:R:3:lowdin_charge:R:1
C 3.407359 -4.924915 -0.453882 0.2 0.7 -0.2 -0.185
C 3.642480 -3.599165 -1.207702 0.2 -0.5 0.6 -0.776
I 5.649114 -2.960371 -0.699668 -0.3 0.1 0.0 0.989
C 2.761237 -2.455622 -0.714627 1.0 -0.4 -0.6 -0.319
N 1.255754 -2.614776 -0.949469 -0.5 0.2 0.3 -0.634
S 0.838265 -3.506277 -2.434013 0.3 -0.3 -0.5 0.940
N 0.654733 -1.274936 -1.088679 -0.2 -0.2 0.5 0.001
C 0.734175 -0.548607 -0.080060 0.9 0.2 -0.2 -0.770
S 1.025468 0.448417 1.048383 -0.5 0.1 0.0 0.958
P 0.368957 -3.428678 0.442069 -1.6 -0.6 0.5 0.741
O -1.071577 -3.250781 0.275629 0.1 0.1 -0.2 -0.350
H 2.570231 -5.485471 -0.872461 0.1 -0.1 0.0 0.057
H 4.322773 -5.508548 -0.489325 -0.2 -0.3 -0.1 0.057
H 3.225074 -4.685632 0.599133 0.0 -0.2 0.0 0.072
H 3.654828 -3.723735 -2.286890 -0.1 0.1 0.0 0.056
H 2.930994 -2.362303 0.360481 -0.3 0.2 0.0 0.092
H 3.065494 -1.539927 -1.219633 -0.3 0.1 0.1 0.114
H -0.183356 -4.246100 -1.941327 0.0 0.4 0.2 -0.090
H 0.850343 -2.853964 1.633607 0.6 0.1 -0.4 0.058
H 0.747502 -4.777868 0.338275 0.6 0.3 0.0 0.044
C -2.579466 1.342633 1.965683 -0.1 -0.1 -0.1 -0.276
S -1.754541 2.410507 3.159830 0.0 0.0 -0.1 0.774
O -1.927654 1.780481 4.498060 0.0 -0.1 0.0 -0.561
C -2.933124 3.752760 3.039075 -0.1 0.1 0.0 -0.255
H -2.027587 0.405337 1.907090 0.0 0.0 0.1 0.023
H -3.599478 1.143594 2.295126 0.0 0.0 0.1 0.062
H -2.582498 1.827347 0.989950 0.0 0.0 0.0 0.008
H -3.929631 3.390553 3.290826 0.0 0.0 0.1 0.053
H -2.917675 4.155373 2.026394 0.1 0.0 0.0 0.044
H -2.641126 4.528615 3.743347 0.0 0.0 0.0 0.058
C 7.868064 -3.315711 -5.937251 0.1 0.1 0.1 -0.252
S 6.261125 -4.109586 -5.882785 0.1 -0.1 -0.1 0.822
O 5.342684 -3.194171 -5.136169 0.1 -0.1 0.3 -0.585
C 6.730868 -5.419958 -4.747026 0.0 0.0 0.1 -0.266
H 7.785815 -2.435089 -6.571401 -0.1 0.0 0.0 0.058
H 8.165147 -3.020977 -4.930582 -0.1 0.0 0.0 0.061
H 8.595508 -4.006300 -6.362807 0.0 0.0 0.0 0.060
H 7.104803 -4.984487 -3.819670 0.0 0.1 0.0 0.049
H 7.496106 -6.041411 -5.210832 0.0 0.0 0.0 0.058
H 5.848014 -6.022455 -4.541846 0.0 0.0 -0.1 0.048
C 7.166394 -2.494418 5.131854 0.0 0.0 0.1 -0.264
S 6.204855 -2.763010 3.639727 0.0 0.0 0.0 0.772
O 7.163688 -3.078287 2.548586 0.0 0.1 -0.1 -0.599
C 5.708136 -1.046015 3.425317 0.0 0.1 0.0 -0.272
H 7.609343 -3.444691 5.421609 0.0 0.0 0.0 0.054
H 7.952942 -1.766947 4.932724 0.0 0.0 -0.1 0.063
H 6.510341 -2.139350 5.926634 0.0 0.0 0.0 0.057
H 6.593194 -0.415613 3.341292 0.0 0.0 0.0 0.063
H 5.099597 -0.735286 4.275035 0.0 0.0 0.0 0.055
H 5.122304 -0.976546 2.509882 0.0 -0.1 0.0 0.026
C -7.410955 4.421170 6.298080 0.0 0.0 0.0 -0.287
S -5.759704 5.120526 6.363463 0.0 0.0 0.1 0.807
O -5.441053 5.639849 5.001298 0.0 -0.1 -0.1 -0.571
C -4.898467 3.551327 6.540056 0.0 0.0 0.0 -0.273
H -8.118143 5.233590 6.149623 0.0 0.0 0.0 0.051
H -7.485433 3.718414 5.470306 0.0 0.0 0.0 0.040
H -7.631460 3.917150 7.238122 0.0 0.0 0.0 0.058
H -5.133629 2.905522 5.693854 0.0 0.0 0.0 0.050
H -5.200686 3.077307 7.473703 0.0 0.0 0.0 0.054
H -3.828521 3.748808 6.561936 0.0 0.0 0.0 0.047
C 3.672838 -1.381148 -7.075448 0.0 0.1 0.1 -0.277
S 3.807135 -1.743883 -8.828387 -0.1 0.0 0.0 0.792
O 5.161871 -1.306040 -9.254975 0.0 0.0 0.1 -0.553
C 2.644373 -0.490190 -9.387375 0.0 0.1 0.0 -0.275
H 4.368566 -2.038782 -6.550009 -0.2 0.1 0.0 -0.006
H 3.939411 -0.338896 -6.892969 0.0 0.0 -0.1 0.062
H 2.653361 -1.574491 -6.737618 0.0 -0.1 0.0 0.052
H 2.979659 0.492825 -9.056265 0.1 0.0 0.0 0.057
H 1.654771 -0.710977 -8.986738 0.0 0.0 0.0 0.049
H 2.612045 -0.519527 -10.474473 0.0 0.0 0.0 0.050
C -11.391516 4.074881 3.729624 0.0 0.1 -0.1 -0.269
S -10.951153 2.551196 4.575618 -0.1 0.0 0.0 0.814
O -10.063634 2.922405 5.709199 0.1 0.0 -0.1 -0.555
C -9.896606 1.910273 3.266911 0.1 0.0 -0.1 -0.274
H -12.024095 4.657782 4.395526 0.0 0.0 0.0 0.051
H -10.488058 4.637800 3.493646 0.0 0.0 0.0 0.058
H -11.941173 3.837262 2.818836 0.0 0.0 0.0 0.053
H -9.094377 2.619913 3.061599 0.0 0.0 0.0 0.054
H -10.494004 1.741638 2.370946 0.0 0.0 0.0 0.052
H -9.475204 0.966570 3.607133 0.0 0.0 0.1 0.049
C -2.477907 4.914086 -2.160775 0.0 0.1 0.0 -0.257
S -2.036476 3.400078 -1.304119 -0.1 0.0 -0.1 0.791
O -1.157937 3.775821 -0.160697 0.1 -0.1 0.0 -0.559
C -0.974638 2.750937 -2.602561 0.1 0.0 -0.1 -0.261
H -3.115658 5.499841 -1.502263 0.0 0.0 0.0 0.056
H -1.574976 5.477229 -2.395688 0.0 0.0 0.0 0.064
H -3.021935 4.667501 -3.072378 0.0 0.0 0.0 0.058
H -0.172115 3.459557 -2.807566 0.0 0.0 0.0 0.063
H -1.566891 2.576491 -3.500549 0.0 0.0 0.0 0.058
H -0.553610 1.808525 -2.256120 0.0 0.0 0.0 0.032
```
Forces are in eV/Å.